Below is a molecular structure, CH3F2NO3S2 in a non-equilibrium geometry, with properties calculated with the ωB97M-V functional and the def2-TZVPD basis.

Each line ends with the Löwdin charge.
Cartesian coordinates (Å):
C (-0.599541, 0.022986, -1.928368)  -0.1808
N (-0.424870, -0.720320, 2.106668)  -0.3278
O (1.005424, -1.534565, -0.458665)  -0.3916
O (0.108861, 1.525854, 3.128222)  -0.2475
O (-1.206688, -0.733836, -0.944231)  -0.4044
F (0.193008, 1.317237, 0.656328)  -0.2533
F (1.932756, 0.360604, 1.842125)  -0.2208
S (-0.313611, -1.629170, 0.026846)  1.0613
S (0.311088, 0.548651, 2.137161)  0.6071
H (0.504632, -0.336859, -2.112344)  0.1025
H (-0.310270, 1.150279, -1.543160)  0.1351
H (-1.200789, 0.029139, -2.910580)  0.1202

Atoms 1-2, force components in eV/Å:
3.7 3.5 -2.0
0.2 -0.6 -1.9

Results
2S+1: 1
Energy above the lowest of the compared OMol25 structures with the same formula, charge and spin in kcal/mol: 21.75
HOMO level (alpha / beta) in eV: -10.6 / -10.6

---

Below is a molecular structure, C29H34CrF6N9O7S2, with properties calculated with the ωB97M-V functional and the def2-TZVPD basis.

Each line ends with the Löwdin charge.
Cartesian coordinates (Å):
Cr (1.071765, -0.877154, 1.566827)  0.7837
F (-0.071014, -3.826607, 0.936864)  0.1311
C (0.748193, -4.266363, -0.022123)  -0.6598
F (0.720861, -5.587467, -0.046114)  0.1710
F (0.310980, -3.795557, -1.189044)  0.1526
S (2.482605, -3.670262, 0.268185)  0.6334
O (2.276154, -2.303583, 0.793868)  -0.4025
O (3.122198, -3.745264, -0.995536)  -0.2148
N (3.112209, -4.614426, 1.306096)  -0.2718
S (2.925046, -4.559029, 2.875947)  0.6291
O (4.023861, -3.909380, 3.530189)  -0.2641
O (1.590852, -4.210251, 3.296193)  -0.2665
C (3.096558, -6.354930, 3.236583)  -0.6918
F (2.135694, -7.037146, 2.626663)  0.1551
F (2.975263, -6.515228, 4.554817)  0.1438
F (4.277215, -6.806707, 2.847848)  0.1645
N (0.466992, 1.062820, 1.998958)  0.1551
C (0.086488, 2.144366, 2.134077)  -0.2023
N (-0.344027, 3.359095, 2.351446)  -0.0620
C (0.537585, 4.332767, 3.021318)  -0.0894
C (-0.338250, 5.342171, 3.740704)  -0.1814
O (-1.260806, 5.933418, 2.846993)  -0.1123
C (-2.148666, 4.970156, 2.316700)  -0.1796
C (-1.391699, 3.943370, 1.495754)  -0.1086
H (1.158363, 4.833376, 2.273338)  0.1394
H (1.178117, 3.801406, 3.723393)  0.1367
H (0.274615, 6.145378, 4.144833)  0.1356
H (-0.872932, 4.853361, 4.564462)  0.1329
H (-2.856038, 5.502507, 1.683358)  0.1352
H (-2.697980, 4.474419, 3.126717)  0.1338
H (-0.928421, 4.420446, 0.629321)  0.1211
H (-2.054728, 3.147565, 1.156456)  0.1306
C (-0.600959, -2.968683, 5.642806)  0.0212
N (0.620538, -2.275075, 5.237994)  -0.0310
C (1.760382, -2.327651, 5.972497)  -0.0107
C (2.929038, -1.828822, 5.522111)  0.0135
C (2.941625, -1.275398, 4.211824)  -0.3652
N (1.815555, -1.191078, 3.512181)  0.0836
C (0.652108, -1.730115, 3.981611)  -0.5320
O (-0.343649, -1.720594, 3.247456)  0.0092
N (4.072467, -0.811889, 3.667573)  0.2059
H (-0.468856, -3.335825, 6.656452)  0.0975
H (-0.781092, -3.801237, 4.965389)  0.1063
H (-1.444432, -2.284698, 5.601886)  0.1008
H (1.675524, -2.809279, 6.936388)  0.1443
H (3.831684, -1.908840, 6.105815)  0.1266
H (4.946697, -1.098960, 4.075631)  0.1264
H (4.086298, -0.641242, 2.674499)  0.1184
N (0.349471, 2.405203, -1.023433)  0.2112
C (-0.592020, 2.793190, -1.558450)  -0.1826
C (-1.773126, 3.292263, -2.209291)  -0.2530
C (-1.684694, 4.395082, -3.055888)  -0.0223
C (-2.827154, 4.853087, -3.691977)  -0.0566
C (-4.043596, 4.216080, -3.485099)  -0.0599
C (-4.127325, 3.116223, -2.640264)  -0.0604
C (-2.992712, 2.648427, -1.999739)  -0.0401
H (-0.730834, 4.880870, -3.211210)  0.1256
H (-2.767301, 5.708799, -4.350431)  0.1143
H (-4.931719, 4.577820, -3.985737)  0.1138
H (-5.077068, 2.622983, -2.483607)  0.1125
H (-3.037620, 1.783983, -1.349484)  0.1065
C (-2.036228, 0.947101, -5.619728)  -0.0562
C (-0.783495, 1.030167, -4.762674)  -0.2148
N (0.102270, -0.116184, -4.909566)  -0.0488
C (0.817824, -0.260550, -6.181970)  -0.1937
C (0.373011, -1.487788, -6.960579)  -0.0637
C (0.537455, -0.881788, -3.879586)  -0.4119
O (1.493552, -1.632041, -3.960004)  0.0998
C (-0.226516, -0.853722, -2.579569)  -0.0979
C (-1.598351, -1.009449, -2.478365)  0.0148
C (-2.183283, -1.102708, -1.221978)  -0.0270
C (-1.375485, -1.020817, -0.108066)  -0.1046
N (-0.045456, -0.877844, -0.202422)  -0.0355
C (0.516753, -0.814500, -1.409301)  -0.0599
H (-2.643688, 1.842582, -5.476418)  0.0705
H (-2.640108, 0.075894, -5.360442)  0.0725
H (-1.787853, 0.875771, -6.679068)  0.0754
H (-1.054671, 1.124346, -3.715227)  0.0774
H (-0.221083, 1.934526, -5.020056)  0.1283
H (1.885164, -0.320720, -5.968090)  0.1230
H (0.638458, 0.649888, -6.754971)  0.1182
H (0.570528, -2.390884, -6.384799)  0.0763
H (0.923364, -1.557138, -7.898940)  0.0802
H (-0.692450, -1.443147, -7.190684)  0.0699
H (-2.205583, -1.079751, -3.372533)  0.1242
H (-3.247023, -1.256650, -1.107246)  0.1183
H (-1.777962, -1.093781, 0.895767)  0.1219
H (1.596587, -0.752697, -1.456114)  0.1420

Atoms 1-2, force components in eV/Å:
-0.1 0.1 -0.1
0.0 0.0 0.0

Results
2S+1: 5
Charge: +1
Expectation value of S²: 6.01
Energy above the lowest of the compared OMol25 structures with the same formula, charge and spin in kcal/mol: 15.93
HOMO level (alpha / beta) in eV: -11.3 / -11.5

---

Below is a molecular structure, C18H38GaO10S4, with properties calculated with the ωB97M-V functional and the def2-TZVPD basis.

Each line ends with the Löwdin charge.
Cartesian coordinates (Å):
O (0.625004, -5.693395, 1.204606)  0.0048
C (0.162119, -4.840403, 0.473482)  -0.6565
O (-1.231463, -4.645554, 0.510325)  0.0021
C (0.817272, -3.953080, -0.474319)  -0.2671
Ga (1.551140, -5.068174, -2.100583)  0.2665
H (-1.605868, -5.523004, 0.647208)  0.0852
H (0.124834, -3.178023, -0.781927)  0.0290
H (1.678965, -3.516361, 0.034450)  0.0460
H (3.134308, -4.814332, -2.164272)  -0.1352
H (1.223471, -6.612063, -1.746056)  -0.1141
H (0.810742, -4.590504, -3.450359)  -0.1481
C (1.716566, 0.689766, 3.041615)  -0.2181
C (0.923226, 1.731058, 2.238200)  -0.2290
C (1.251343, 1.507008, 0.758264)  -0.2173
S (1.626864, -0.251592, 0.595327)  0.6579
O (3.005703, -0.382890, 0.203941)  -0.3116
O (0.566124, -0.880347, -0.139430)  -0.3112
C (1.487850, -0.644196, 2.337808)  -0.2233
H (1.388622, 0.646003, 4.079796)  0.1122
H (2.780032, 0.939117, 3.034854)  0.1168
H (-0.143320, 1.589012, 2.414467)  0.0947
H (1.160102, 2.750335, 2.538695)  0.1092
H (0.419256, 1.720364, 0.091503)  0.0793
H (2.129685, 2.061443, 0.433486)  0.1021
H (2.215619, -1.418195, 2.569442)  0.1101
H (0.478520, -1.022693, 2.498104)  0.1105
C (0.607780, -10.710759, -3.503615)  -0.2300
C (1.155807, -10.329477, -2.119914)  -0.2187
C (2.596419, -9.850128, -2.311524)  -0.2221
S (2.677891, -9.160485, -3.975731)  0.6349
O (3.569892, -9.972146, -4.775159)  -0.3444
O (2.823265, -7.742194, -3.881435)  -0.3475
C (0.987317, -9.561069, -4.427776)  -0.2323
H (-0.471397, -10.862362, -3.482876)  0.1084
H (1.071819, -11.637443, -3.850946)  0.1118
H (0.558362, -9.517267, -1.702436)  0.1110
H (1.113243, -11.166760, -1.423336)  0.1072
H (2.877428, -9.054334, -1.624814)  0.1010
H (3.317463, -10.664864, -2.266253)  0.0967
H (0.962850, -9.799125, -5.488778)  0.1005
H (0.397099, -8.667019, -4.224365)  0.1098
C (-3.903124, 2.268522, 0.850731)  -0.2103
C (-4.834179, 3.428026, 1.232329)  -0.2118
C (-4.020645, 4.404660, 2.088761)  -0.2162
S (-2.307653, 4.221547, 1.558045)  0.6708
O (-1.531228, 3.694543, 2.652790)  -0.3195
O (-1.862554, 5.420136, 0.889237)  -0.3289
C (-2.606966, 2.911931, 0.373409)  -0.2165
H (-4.333850, 1.635847, 0.076862)  0.1202
H (-3.705203, 1.640949, 1.721910)  0.1226
H (-5.181848, 3.930877, 0.328014)  0.1168
H (-5.712677, 3.078917, 1.772720)  0.1135
H (-4.302360, 5.445857, 1.952221)  0.1011
H (-4.046750, 4.149399, 3.146480)  0.1035
H (-1.749115, 2.243185, 0.371929)  0.0901
H (-2.718701, 3.380827, -0.604106)  0.1130
C (0.575442, 8.185262, 0.608405)  -0.2164
C (1.028603, 9.247490, 1.619136)  -0.2144
C (0.476354, 10.595092, 1.141680)  -0.2222
S (-1.031944, 10.217909, 0.223322)  0.6613
O (-0.839923, 10.596037, -1.155329)  -0.3269
O (-2.181262, 10.707877, 0.942903)  -0.3325
C (-0.906124, 8.440248, 0.369737)  -0.2462
H (0.737464, 7.173008, 0.974754)  0.1140
H (1.127917, 8.299967, -0.326794)  0.1208
H (0.622014, 9.009362, 2.603900)  0.1164
H (2.113388, 9.282009, 1.711130)  0.1115
H (0.211204, 11.269949, 1.951686)  0.0982
H (1.148094, 11.096081, 0.447203)  0.1009
H (-1.298407, 7.986549, -0.536643)  0.1074
H (-1.507921, 8.134069, 1.223913)  0.0983

Atoms 1-2, force components in eV/Å:
0.1 0.1 -0.2
-0.4 0.0 0.2

Results
2S+1: 1
Charge: -1
HOMO level in eV: -4.9

---

Below is a molecular structure, C75H58AsCl2InN5O2 in a non-equilibrium geometry, with properties calculated with the ωB97M-V functional and the def2-TZVPD basis.

Each line ends with the Löwdin charge.
Cartesian coordinates (Å):
In (-0.176500, 0.102800, -0.067200)  0.9504
C (2.229700, 7.156200, -1.912800)  -0.1057
C (2.572100, 5.965700, -2.532200)  -0.0819
C (2.042700, 4.773000, -2.088300)  -0.0143
C (1.154900, 4.728700, -1.010100)  -0.1802
C (0.803900, 5.940600, -0.409300)  -0.0448
C (1.340500, 7.136300, -0.850800)  -0.0868
C (0.550800, 3.449300, -0.612600)  -0.0487
C (0.590900, 3.046700, 0.692000)  -0.2341
C (1.125800, 3.826300, 1.794200)  0.0133
C (0.973100, 3.095400, 2.914000)  0.0142
C (0.400500, 1.821900, 2.521300)  -0.2296
C (0.187000, 0.739500, 3.371000)  -0.0965
C (0.529000, 0.897600, 4.796600)  -0.2060
C (1.808700, 1.287200, 5.186300)  -0.0460
C (2.129700, 1.424300, 6.522900)  -0.0904
C (1.183800, 1.161900, 7.500100)  -0.1096
C (-0.085500, 0.750800, 7.125800)  -0.0927
C (-0.412400, 0.627400, 5.788600)  -0.0424
C (-0.185400, -0.563700, 2.970500)  -0.2368
N (-0.605700, -0.964100, 1.753200)  0.0667
C (-0.729000, -2.334100, 1.780200)  -0.2382
C (-1.175700, -3.154200, 0.746900)  -0.0410
C (-1.369100, -4.591100, 1.038400)  -0.1776
C (-0.762500, -5.577300, 0.264200)  -0.0303
C (-0.997800, -6.916000, 0.516800)  -0.0779
C (-1.837400, -7.297800, 1.548600)  -0.1011
C (-2.431100, -6.326600, 2.336200)  -0.0879
C (-2.202600, -4.986800, 2.083400)  -0.0377
C (-1.556700, -2.717300, -0.536800)  -0.2569
C (-2.179800, -3.496500, -1.545500)  -0.0295
C (-2.443700, -2.648200, -2.591400)  -0.0272
C (-1.984300, -1.369100, -2.203900)  -0.2290
N (-1.457300, -1.428700, -0.972400)  0.0617
C (-2.158500, -0.168400, -2.982400)  -0.0739
C (-1.737200, 1.072000, -2.684400)  -0.0903
C (-2.245900, 2.287100, -3.404400)  -0.1173
C (-0.828700, 3.654100, -2.641000)  -0.1122
C (-0.015900, 2.670300, -1.783100)  -0.2626
N (-2.242100, 2.462400, -1.020800)  0.0651
C (-3.017700, -0.325600, -4.185100)  -0.2015
C (-2.525600, -0.090800, -5.463600)  -0.0262
C (-3.365000, -0.140300, -6.563200)  -0.0868
C (-4.711400, -0.420000, -6.399400)  -0.1063
C (-5.208800, -0.671000, -5.130100)  -0.0859
C (-4.367500, -0.632900, -4.033300)  -0.0309
C (-0.335400, -2.801300, 3.072500)  0.0013
C (-0.023200, -1.708800, 3.814400)  -0.0058
N (0.153800, 1.847300, 1.199100)  0.0450
H (2.652500, 8.091400, -2.253000)  0.0965
H (3.256400, 5.965700, -3.367800)  0.1048
H (2.325500, 3.854500, -2.577300)  0.1033
H (0.076300, 5.941000, 0.390200)  0.1151
H (1.045800, 8.066100, -0.380500)  0.0975
H (1.579300, 4.793900, 1.694600)  0.1028
H (1.231700, 3.381400, 3.916800)  0.1044
H (2.558900, 1.456900, 4.428000)  0.1171
H (3.127600, 1.730400, 6.804900)  0.0969
H (1.441100, 1.262200, 8.545800)  0.0919
H (-0.825800, 0.527500, 7.881800)  0.0961
H (-1.403700, 0.313000, 5.493500)  0.1209
H (-0.103600, -5.288900, -0.538700)  0.0708
H (-0.525400, -7.665600, -0.100300)  0.1004
H (-2.029200, -8.344800, 1.736800)  0.0945
H (-3.081600, -6.615600, 3.149100)  0.0971
H (-2.685700, -4.230900, 2.686500)  0.1206
H (-2.415900, -4.542200, -1.486100)  0.1034
H (-2.909900, -2.890100, -3.528300)  0.1029
H (-3.132100, 2.125300, -4.013200)  0.1440
H (-0.522400, 4.696600, -2.576400)  0.1426
H (-1.477000, 0.133900, -5.593900)  0.1047
H (-2.966700, 0.036500, -7.554000)  0.0973
H (-5.374000, -0.437700, -7.254600)  0.0931
H (-6.257700, -0.899700, -4.993400)  0.0977
H (-4.752200, -0.828600, -3.042600)  0.1262
H (-0.275700, -3.830300, 3.371200)  0.1101
H (0.325700, -1.684800, 4.828000)  0.1052
Cl (5.033000, -5.719100, 0.785700)  0.6286
C (3.878300, -4.504700, 0.345500)  -0.6900
C (3.077300, -4.708700, -0.781500)  -0.1314
C (2.181600, -3.740500, -1.144300)  -0.5535
Cl (1.158500, -4.023700, -2.497300)  0.7941
C (2.048400, -2.479700, -0.467300)  -0.4134
O (1.307800, -1.568200, -0.931500)  -0.1586
C (2.852100, -2.361500, 0.713100)  -0.1360
C (2.710600, -1.204100, 1.543900)  -0.2055
O (2.061100, -0.203100, 1.303800)  -0.0564
C (3.745200, -3.371300, 1.098800)  -0.0698
H (3.161300, -5.621800, -1.351400)  0.1022
H (3.259700, -1.260300, 2.510700)  0.1403
H (4.338000, -3.230800, 1.991100)  0.1098
C (5.737200, 6.119900, -1.283500)  -0.0503
C (5.315600, 4.689700, -1.438800)  -0.2901
C (5.266200, 4.069400, -2.671600)  -0.0467
C (4.768000, 2.777200, -2.830200)  -0.2794
C (4.752300, 2.228200, -4.227900)  -0.0433
C (4.347300, 2.051300, -1.715600)  -0.2508
As (3.370100, 0.284500, -1.639800)  1.4215
N (1.806500, 1.219000, -1.649200)  -0.0833
C (1.080500, 1.885500, -2.450900)  -0.3107
C (-1.116100, 1.613100, -1.417900)  -0.2687
C (-2.277600, 3.276800, -2.220600)  -0.1912
C (-1.069400, 3.081600, -4.035700)  -0.1696
C (0.089300, 2.374200, -4.630000)  -0.0003
C (1.095600, 1.881600, -3.904600)  -0.0166
C (3.848000, -0.603700, -3.372600)  -0.2778
C (2.974600, -1.127800, -4.328500)  -0.2703
C (1.479300, -1.132900, -4.184100)  -0.0821
C (3.490600, -1.728600, -5.475600)  -0.0156
C (4.848300, -1.882400, -5.674200)  -0.2769
C (5.389800, -2.491100, -6.933700)  -0.0581
C (5.704800, -1.484600, -4.655000)  -0.0261
C (5.222600, -0.876400, -3.510300)  -0.3102
C (6.183000, -0.538300, -2.406100)  -0.0727
C (4.472400, 2.651900, -0.451300)  -0.2780
C (4.132200, 1.907800, 0.800700)  -0.0775
C (4.921800, 3.954400, -0.332200)  -0.0159
H (6.023600, 6.546900, -2.242300)  0.0735
H (6.575400, 6.208400, -0.592200)  0.0771
H (4.904400, 6.694900, -0.877000)  0.0700
H (5.602600, 4.604100, -3.551200)  0.1134
H (4.577600, 3.025000, -4.950700)  0.0818
H (3.987600, 1.468200, -4.351600)  0.0378
H (5.713200, 1.758500, -4.450000)  0.0892
H (-1.996900, 3.020700, -0.205400)  0.1121
H (-3.026500, 4.066600, -2.212800)  0.1478
H (-1.461200, 3.824400, -4.735900)  0.1468
H (0.107400, 2.284200, -5.709100)  0.1122
H (1.945900, 1.416700, -4.381700)  0.0903
H (1.151400, -0.762200, -3.215300)  0.0486
H (1.122900, -2.157400, -4.282100)  0.0373
H (0.998500, -0.557300, -4.975800)  0.0730
H (2.796900, -2.096100, -6.221500)  0.1173
H (4.579100, -2.789300, -7.594400)  0.0695
H (5.994800, -3.367900, -6.705500)  0.0768
H (6.022300, -1.775400, -7.460000)  0.0770
H (6.768400, -1.662100, -4.758900)  0.1136
H (7.195900, -0.841800, -2.664400)  0.0770
H (5.881500, -1.056200, -1.489900)  0.0744
H (6.180100, 0.531200, -2.188600)  0.0585
H (4.795600, 1.047100, 0.922200)  0.0837
H (3.113600, 1.530200, 0.745100)  0.0294
H (4.221200, 2.552600, 1.673400)  0.0800
H (4.971400, 4.410600, 0.647400)  0.1172

Atoms 1-2, force components in eV/Å:
0.2 0.2 -0.6
0.0 0.1 0.0

Results
2S+1: 1
Charge: -1
Energy above the lowest of the compared OMol25 structures with the same formula, charge and spin in kcal/mol: 54.68
HOMO level in eV: -3.6

---

> Among the records above, which one has the highest 2S+1?

C29H34CrF6N9O7S2

---

> Which value of 2S+1 does entry 4 give?

1